# C54H154N8O30

A 19-piece molecular cluster, C54H154N8O30 overall (the ωB97M-V functional and the def2-TZVPD basis, the OMol25 dataset).

Values from the calculation:
Total charge: 0
Energy above the lowest of the compared OMol25 structures with the same formula, charge and spin (kJ/mol): 0.0
HOMO-LUMO gap (eV): 9.32

Cartesian coordinates (Å):
C  18.978  17.777  19.764
C  19.200  18.479  21.142
O  18.086  18.567  21.959
O  20.097  17.929  18.926
H  18.180  18.309  19.260
H  18.730  16.714  19.904
H  19.559  19.515  20.927
H  20.025  17.863  21.543
H  17.529  19.295  21.556
H  19.882  17.215  18.373
C  10.778  19.808  20.122
C  11.588  19.330  18.912
O  10.767  19.111  17.755
O  11.752  20.044  21.224
H  10.005  18.984  20.386
H  10.211  20.770  19.991
H  12.016  18.427  19.317
H  12.346  20.103  18.611
H  11.065  18.357  17.206
H  11.269  19.923  22.095
C  18.485  15.916  13.752
C  18.719  17.429  13.826
O  19.445  17.871  14.931
O  17.449  15.555  12.908
H  18.305  15.676  14.783
H  19.398  15.409  13.452
H  17.695  17.835  13.901
H  19.224  17.841  12.946
H  19.164  17.424  15.715
H  16.724  15.206  13.454
C  18.174  20.654  17.138
C  17.947  22.028  16.607
O  16.664  22.112  16.024
O  19.322  20.660  17.990
H  18.253  19.914  16.250
H  17.258  20.348  17.719
H  18.716  22.360  15.962
H  18.043  22.574  17.553
H  16.962  22.529  15.220
H  19.815  19.789  17.972
C  18.959  22.537  13.255
C  18.286  21.153  12.854
O  17.328  21.507  11.833
O  18.063  23.385  14.028
H  19.305  22.875  12.241
H  19.893  22.409  13.775
H  17.797  20.659  13.669
H  18.971  20.438  12.452
H  16.563  20.934  11.672
H  17.491  23.815  13.377
C  8.831  21.886  16.981
C  8.128  23.180  16.555
O  8.226  23.385  15.201
O  10.194  21.908  16.588
H  8.245  21.078  16.547
H  8.864  21.689  18.085
H  8.452  24.040  17.100
H  7.096  23.054  16.767
H  9.152  23.435  15.006
H  10.605  21.086  16.939
C  13.188  16.075  11.535
C  14.658  15.863  11.110
O  15.467  16.997  11.458
O  13.051  16.131  12.960
H  12.645  15.143  11.193
H  12.787  16.947  11.083
H  14.737  15.705  10.064
H  15.042  14.961  11.528
H  16.359  16.703  11.717
H  12.780  17.014  13.205
C  14.708  19.088  15.221
C  13.544  19.954  14.779
O  12.814  19.165  13.807
O  15.560  18.736  14.112
H  14.171  18.232  15.722
H  15.365  19.663  15.887
H  14.001  20.915  14.297
H  12.985  20.138  15.689
H  12.003  19.717  13.526
H  15.090  18.144  13.479
C  12.765  14.771  18.130
C  13.027  15.990  17.251
O  11.855  16.698  16.875
O  13.942  14.047  18.194
H  12.008  14.158  17.690
H  12.470  15.092  19.133
H  13.477  15.485  16.361
H  13.694  16.700  17.758
H  11.391  16.163  16.190
H  14.268  13.876  19.106
C  14.801  23.726  13.158
C  15.132  23.944  11.697
O  16.541  24.054  11.491
O  13.378  23.960  13.186
H  15.372  24.557  13.656
H  15.125  22.803  13.587
H  14.576  24.854  11.377
H  14.817  23.080  11.071
H  16.737  23.072  11.427
H  12.989  24.023  14.064
C  15.392  12.675  15.596
C  15.405  13.467  14.263
O  15.152  14.883  14.480
O  14.213  12.457  16.203
H  16.038  13.231  16.306
H  15.863  11.702  15.473
H  14.587  13.100  13.527
H  16.376  13.274  13.748
H  14.427  15.230  13.897
H  14.065  13.007  16.975
C  20.512  14.465  17.100
C  19.287  14.363  17.960
C  18.057  15.087  17.460
O  18.218  16.455  17.302
C  16.878  17.065  17.311
N  18.843  12.995  18.057
H  20.789  15.455  16.859
H  20.395  13.889  16.182
H  21.312  13.938  17.574
H  19.524  14.740  18.934
H  17.258  14.803  18.168
H  17.820  14.586  16.487
H  16.362  16.864  18.280
H  16.252  16.783  16.466
H  17.118  18.124  17.190
H  19.469  12.476  18.683
H  18.766  12.534  17.223
C  9.181  12.559  15.227
C  9.595  12.944  13.816
C  10.611  14.086  13.878
O  10.261  15.197  14.710
C  9.323  15.985  14.056
N  10.216  11.775  13.156
H  10.043  12.436  15.919
H  8.614  11.636  15.330
H  8.491  13.284  15.676
H  8.719  13.204  13.213
H  10.954  14.487  12.893
H  11.551  13.636  14.328
H  8.656  16.477  14.777
H  8.824  15.379  13.282
H  9.954  16.791  13.620
H  10.888  12.091  12.432
H  10.836  11.369  13.830
C  15.105  19.495  19.403
C  15.573  20.841  19.901
C  14.739  21.497  21.047
O  15.314  22.754  21.299
C  15.085  23.087  22.760
N  16.989  20.834  20.425
H  15.854  18.983  18.789
H  14.183  19.568  18.862
H  15.047  18.847  20.282
H  15.519  21.566  19.078
H  14.844  20.803  21.928
H  13.641  21.538  20.718
H  14.013  22.885  22.963
H  15.388  24.110  22.876
H  15.828  22.588  23.402
H  17.099  21.761  20.809
H  17.771  20.813  19.759
C  9.540  19.258  11.605
C  9.845  20.689  11.816
C  8.730  21.643  11.772
O  9.119  22.920  12.213
C  10.016  23.576  11.414
N  10.419  20.724  13.128
H  10.453  18.645  11.669
H  9.045  19.061  10.637
H  8.792  18.921  12.366
H  10.674  21.017  11.199
H  7.902  21.393  12.501
H  8.313  21.752  10.780
H  9.939  24.630  11.661
H  9.896  23.309  10.364
H  11.059  23.265  11.658
H  10.673  21.626  13.558
H  9.736  20.268  13.743
C  15.342  20.643  8.922
C  14.289  20.503  10.084
C  13.203  19.542  9.797
O  12.317  19.902  8.800
C  11.556  18.860  8.271
N  15.051  20.113  11.330
H  16.282  21.246  9.225
H  14.891  21.075  8.014
H  15.789  19.630  8.774
H  13.884  21.501  10.206
H  12.547  19.358  10.712
H  13.595  18.557  9.504
H  11.169  19.245  7.300
H  10.700  18.733  8.976
H  12.062  17.860  8.096
H  14.485  20.233  12.194
H  15.154  19.041  11.338
C  12.928  23.851  18.388
C  13.791  24.131  17.179
C  13.227  25.222  16.314
O  12.002  24.965  15.711
C  11.525  25.968  14.815
N  15.044  24.635  17.694
H  13.470  23.203  19.086
H  12.066  23.250  18.096
H  12.529  24.675  18.995
H  13.826  23.126  16.648
H  13.986  25.591  15.512
H  13.139  26.046  17.031
H  10.890  26.738  15.292
H  10.952  25.498  14.049
H  12.457  26.411  14.345
H  15.845  24.385  17.028
H  15.178  24.229  18.599
C  12.240  16.374  23.760
C  12.347  17.713  24.483
C  13.421  18.609  23.878
O  14.717  18.144  24.275
C  15.750  18.985  23.857
N  11.030  18.304  24.301
H  11.461  15.788  24.286
H  13.246  15.903  23.899
H  12.058  16.420  22.645
H  12.606  17.491  25.517
H  13.252  19.634  24.236
H  13.340  18.581  22.821
H  16.729  18.647  24.214
H  15.519  19.962  24.316
H  15.779  18.955  22.779
H  10.421  17.546  24.518
H  10.831  19.031  24.968
C  16.068  15.523  21.306
C  16.267  14.006  21.315
C  16.733  13.430  22.599
O  16.801  12.002  22.607
C  17.487  11.627  23.797
N  15.074  13.262  20.806
H  15.149  15.790  21.841
H  15.971  15.804  20.314
H  16.941  16.133  21.757
H  17.088  13.672  20.681
H  16.169  13.819  23.491
H  17.746  13.813  22.710
H  17.609  10.567  23.697
H  16.847  11.852  24.626
H  18.366  12.209  23.885
H  15.306  12.364  20.350
H  14.311  13.145  21.415